Entry 1:
{"formula": "C4H4S", "method": "ωB97M-V/def2-TZVPD", "charge": 0, "homo_ev": -8.7, "e_tot_ha": -552.8496, "smiles": "C1=C[C@H]2S[C@@H]12", "max_force_ev_per_a": 4.48, "lumo_energy_ha": 0.0220, "multiplicity": 1, "species": ["C", "C", "C", "S", "C", "H", "H", "H", "H"], "positions_angstrom": [[-0.40, -0.53, 0.66], [-0.53, 0.81, 0.59], [0.93, 0.70, -0.50], [2.31, 0.02, 0.37], [0.69, -0.74, -0.30], [-0.91, -1.17, 1.21], [-1.00, 1.74, 1.15], [0.80, 1.29, -1.42], [0.77, -1.70, -0.83]]}



Entry 2:
{"formula": "C4H4S", "method": "ωB97M-V/def2-TZVPD", "charge": 0, "homo_ev": -9.6, "e_tot_ha": -552.8283, "max_force_ev_per_a": 3.53, "lumo_energy_ha": -0.0040, "multiplicity": 1, "species": ["C", "C", "C", "C", "S", "H", "H", "H", "H"], "positions_angstrom": [[-0.81, 1.88, 0.05], [-0.40, 0.75, -0.07], [-2.95, -0.70, -0.04], [-0.16, -0.69, -0.02], [-4.34, -0.13, -0.01], [-1.06, 2.86, 0.07], [0.73, -0.87, -0.62], [-1.11, -1.22, -0.19], [0.09, -0.90, 0.97]]}



Entry 3:
{"formula": "C4H54BO35", "method": "ωB97M-V/def2-TZVPD", "charge": -1, "homo_ev": -7.5, "e_tot_ha": -2843.3536, "max_force_ev_per_a": 8.87, "lumo_energy_ha": 0.0319, "multiplicity": 1, "species": ["O", "C", "O", "B", "O", "C", "O", "O", "C", "O", "C", "O", "O", "O", "H", "H", "O", "H", "H", "O", "H", "H", "O", "H", "H", "O", "H", "H", "O", "H", "H", "O", "H", "H", "O", "H", "H", "O", "H", "H", "O", "H", "H", "O", "H", "H", "O", "H", "H", "O", "H", "H", "O", "H", "H", "O", "H", "H", "O", "H", "H", "O", "H", "H", "O", "H", "H", "O", "H", "H", "O", "H", "H", "O", "H", "H", "O", "H", "H", "O", "H", "H", "O", "H", "H", "O", "H", "H", "O", "H", "H", "O", "H", "H"], "positions_angstrom": [[0.18, -2.63, -1.45], [0.04, -1.69, -0.66], [0.95, -0.88, -0.37], [0.25, 0.20, 0.36], [-1.17, -0.25, 0.46], [-1.22, -1.34, -0.18], [-2.20, -2.03, -0.03], [0.27, 1.48, -0.34], [0.59, 2.30, 0.52], [0.50, 3.51, 0.42], [1.00, 1.67, 1.74], [0.74, 0.46, 1.72], [1.58, 2.22, 2.66], [-0.92, -3.66, 2.23], [-0.04, -3.39, 1.81], [-1.54, -4.05, 1.62], [-4.81, -1.77, 1.39], [-4.77, -0.88, 0.95], [-3.94, -1.94, 1.71], [2.39, -1.65, -2.99], [2.05, -1.98, -2.17], [2.15, -0.71, -3.01], [2.54, 5.29, -1.46], [1.59, 5.40, -1.62], [2.61, 4.66, -0.76], [-4.55, -2.15, -1.94], [-4.31, -2.14, -1.05], [-3.82, -2.48, -2.42], [-0.83, 2.37, -3.18], [-0.15, 1.89, -2.77], [-1.36, 2.65, -2.37], [-2.11, 3.02, -0.94], [-2.09, 3.11, 0.00], [-2.57, 3.83, -1.16], [2.13, 3.17, 4.99], [2.87, 3.67, 4.67], [1.83, 2.81, 4.16], [3.30, -3.10, -0.80], [4.20, -3.33, -0.74], [2.89, -3.62, -1.50], [1.64, -3.19, 1.33], [2.33, -2.97, 0.70], [1.84, -2.81, 2.18], [1.44, 0.71, -2.95], [2.05, 1.23, -2.39], [1.54, 1.02, -3.83], [3.52, 0.14, 3.02], [3.75, 0.88, 3.56], [2.71, 0.47, 2.58], [-3.82, 0.83, 0.41], [-4.16, 1.46, -0.27], [-3.05, 0.39, 0.09], [0.33, -2.22, -4.42], [1.10, -2.05, -3.86], [0.18, -1.46, -4.99], [-0.13, -5.44, -0.95], [0.59, -5.41, -0.34], [0.07, -6.25, -1.44], [-0.81, 5.85, 0.02], [-0.26, 5.08, 0.24], [-1.69, 5.81, 0.52], [-0.05, 5.12, -2.36], [-0.35, 4.24, -2.14], [-0.49, 5.63, -1.63], [-0.66, 4.48, 3.32], [0.18, 4.54, 2.82], [-1.23, 3.91, 2.84], [2.14, 5.14, 2.41], [2.56, 4.50, 1.85], [2.76, 5.31, 3.15], [-2.60, -4.33, -1.57], [-1.83, -4.92, -1.43], [-2.27, -3.44, -1.80], [-3.22, -4.66, 1.20], [-3.99, -4.17, 1.53], [-3.21, -4.44, 0.26], [3.55, 3.65, 0.63], [4.26, 4.21, 0.36], [3.91, 3.15, 1.32], [3.56, -0.26, 0.31], [2.84, -0.78, 0.06], [3.88, -0.41, 1.17], [-0.35, -4.66, -3.74], [-0.18, -4.57, -2.80], [-0.02, -3.80, -4.05], [-0.20, -1.32, 4.19], [0.55, -0.84, 4.55], [-0.67, -0.62, 3.76], [-2.01, -2.11, -3.08], [-2.20, -1.26, -2.71], [-1.07, -2.22, -3.20], [-2.69, -1.80, 2.82], [-1.99, -2.45, 2.62], [-2.24, -0.92, 2.65]]}



What is the multiplicity in the third record? 1